1.
{
  "formula": "CI3O2S",
  "method": "ωB97M-V/def2-TZVPD",
  "e_tot_ha": -1479.8204,
  "charge": -1,
  "e_homo_ha": [-0.1580, -0.1507],
  "homo_lumo_gap_ev": [4.50, 4.07],
  "e_above_lowest_kj_mol": 218.4,
  "elements": ["I", "S", "O", "O", "I", "C", "I"],
  "coordinates": [[1.6851, -1.0697, -1.7855], [-0.0451, 0.5633, 0.1754], [0.1907, 1.5297, -0.8902], [-0.3816, 1.1337, 1.4403], [-4.0049, 0.0704, -0.7755], [1.4799, -0.3454, 0.2300], [1.0759, -1.8820, 1.6056]]
}



2.
{
  "formula": "C46H50BrCl5CsI2N9O2Si",
  "method": "ωB97M-V/def2-TZVPD",
  "e_tot_ha": -8206.0789,
  "charge": -2,
  "e_homo_ha": [-0.0338, -0.0585],
  "homo_lumo_gap_ev": [3.45, 4.13],
  "e_above_lowest_kj_mol": 257.2,
  "elements": ["H", "O", "N", "C", "H", "Cl", "N", "H", "H", "H", "C", "C", "H", "H", "C", "N", "H", "H", "H", "C", "H", "C", "H", "H", "H", "H", "C", "Si", "I", "C", "H", "H", "Cs", "H", "H", "C", "C", "C", "H", "C", "H", "C", "C", "H", "H", "C", "Cl", "C", "C", "C", "H", "C", "H", "H", "H", "H", "C", "C", "H", "N", "Cl", "C", "H", "N", "C", "C", "Cl", "C", "H", "H", "C", "C", "C", "H", "H", "H", "N", "C", "C", "H", "N", "H", "N", "I", "C", "H", "N", "C", "C", "C", "H", "C", "C", "H", "H", "C", "H", "C", "C", "H", "C", "H", "H", "H", "C", "H", "H", "O", "C", "C", "C", "H", "Cl", "Br", "H", "C", "C"],
  "coordinates": [[-3.4249, -2.5097, 2.1159], [-0.4561, 2.8061, 3.1465], [-0.9386, -1.9509, 2.4498], [2.9007, -2.6800, -3.7666], [4.1469, -2.5882, -6.1109], [1.2639, -3.4560, -0.0596], [4.9088, 1.7217, 1.1691], [5.7848, 1.7218, 1.6498], [5.7618, -0.9849, -2.9203], [1.5993, 3.1841, 3.5498], [-3.6719, -3.9920, 3.6836], [3.1310, 2.4054, -0.0207], [-9.2737, 1.6846, 4.4791], [2.3116, -2.9866, -4.6013], [5.3619, 1.8450, -5.8241], [0.4485, 3.3067, -1.2972], [0.7262, -1.7372, -5.2762], [0.1042, 1.7576, -5.7529], [-0.1573, 0.3621, -3.5919], [-1.6769, 3.3892, 3.3824], [-4.4169, 0.4018, 2.6338], [0.9046, 0.2906, -3.5143], [1.1535, 1.1901, -2.9066], [-0.9056, -1.9810, 1.0111], [1.7031, 2.0316, -6.4746], [-8.8996, -1.8354, 2.0054], [0.9609, -3.8311, 5.4761], [3.4676, 0.1265, -4.6137], [6.6764, -3.4991, -0.4770], [0.9249, -0.8054, -5.8441], [-4.6889, -4.2270, 3.4050], [6.0490, 1.0165, -5.9513], [-0.1763, 1.1144, 0.9880], [0.8853, -5.1654, 7.1858], [5.2326, -2.6273, -2.5723], [-2.5599, -2.5864, -2.0734], [3.9102, 0.7564, 1.2181], [-0.9779, -3.4300, 4.2968], [6.3753, 0.8447, -3.4677], [-1.8055, 4.5299, 4.1688], [1.6790, -1.0757, -6.5909], [-6.4726, 0.3404, 3.0297], [-1.0820, -2.3992, -0.1483], [-0.0567, -0.4636, -6.3154], [3.0539, 3.0439, -3.4180], [1.2030, 1.7036, -5.5651], [0.2535, -5.5146, -2.2687], [0.2960, -4.6402, 6.4052], [-7.0195, -0.7234, 2.4048], [-4.1113, 3.9606, 4.6887], [0.6045, 2.3683, 4.8511], [-1.6350, -2.7908, 3.1861], [5.6423, -2.8472, -5.0420], [5.3629, -1.3069, -5.8849], [4.4969, 3.8152, -4.1175], [2.2313, -2.3216, -2.9954], [4.5860, 1.7756, -4.4639], [4.0170, -1.7088, -4.1207], [-6.7034, 3.2233, 4.3839], [2.7943, 1.1711, 0.5412], [-4.1134, -2.2165, -2.7576], [-2.8183, 2.5098, 3.0909], [1.3683, 2.5162, -4.8213], [-5.2035, 0.8831, 2.9991], [4.3884, 2.8020, 0.4610], [-5.1083, 2.0248, 3.6520], [-2.4143, -4.7797, -3.7601], [-4.0222, 2.9004, 3.8057], [4.3154, -1.2921, -1.9560], [3.1686, 3.3657, -5.1040], [-8.6226, 1.0467, 3.8932], [4.8318, -2.1656, -5.3623], [3.7697, 3.0688, -4.2661], [-6.3679, -1.3623, 1.7718], [5.8921, 2.8261, -5.8922], [1.0914, -0.6087, -2.9370], [0.3033, -3.2685, 4.4764], [-0.9879, -4.9813, 6.1548], [-1.5580, 6.0665, -0.8074], [4.0477, -0.2619, 1.7203], [-6.4066, 2.2988, 4.1000], [1.9385, -3.5381, 5.6554], [-1.0385, 5.2472, -1.6777], [4.6887, -2.9174, 1.2037], [1.5398, 0.3237, -4.9423], [4.6904, 1.9064, -6.7415], [-2.1646, 7.0085, -0.3812], [-8.4018, -1.0212, 2.5030], [0.5833, 3.1015, 4.0407], [-0.2874, -3.3502, -0.6641], [-1.4636, -5.8213, 6.7163], [-3.0946, -4.6949, 4.7820], [-9.1734, -0.0650, 3.2132], [-3.5436, -5.6215, 5.2358], [6.2923, 2.6303, -3.3418], [-2.9769, -3.0934, 2.8927], [4.8988, 3.7409, 0.4307], [-0.3327, 4.2119, -1.4086], [5.6767, 1.6722, -3.3319], [0.0479, -2.0082, 2.7542], [-2.1676, -1.8675, -0.9300], [-5.0602, 4.2207, 5.1020], [0.5371, 4.0992, 4.5095], [3.3504, -3.5885, -3.3556], [-7.2712, 1.2328, 3.7944], [-10.2281, -0.2216, 3.3721], [-0.9110, 5.0765, 4.4028], [-2.6347, 1.4661, 2.4204], [-2.9752, 4.7452, 4.8840], [-0.6913, -4.1775, -1.7642], [-1.8713, -3.8242, -2.4299], [2.3271, 3.0736, -0.3985], [-3.0128, -0.4922, -0.4032], [-2.9206, 6.3176, 5.9274], [5.1639, 1.5901, -2.3465], [-1.7397, -4.3369, 5.1597], [4.8692, -1.6205, -2.8024]]
}



3.
{
  "formula": "C5H8FN2",
  "method": "ωB97M-V/def2-TZVPD",
  "e_tot_ha": -404.3454,
  "smiles": "C[NH+](C)/C=C(\\F)C#N",
  "charge": 1,
  "e_homo_ha": -0.5444,
  "homo_lumo_gap_ev": 10.27,
  "e_above_lowest_kj_mol": 251.8,
  "elements": ["N", "H", "H", "C", "F", "C", "C", "H", "H", "N", "H", "C", "H", "H", "C", "H"],
  "coordinates": [[0.5246, 0.3362, 0.0667], [2.1001, 1.5204, -0.5763], [1.0698, -1.6073, 0.2530], [-0.7151, -0.3197, -0.2572], [-1.8656, 0.9412, 1.3450], [1.2517, 0.9945, -1.0366], [-3.1332, -0.6729, 0.1033], [0.3061, 1.0992, 0.7582], [2.3909, -0.3835, 0.9596], [-4.0231, -1.2120, -0.3666], [0.8491, -0.8536, 1.9058], [1.3155, -0.7372, 0.8344], [-0.6557, -1.0493, -1.0190], [0.7202, 1.6681, -1.6958], [-1.8988, -0.0248, 0.4745], [1.7635, 0.3008, -1.7490]]
}



4.
{
  "formula": "C31H45ClN6O4PS2Y",
  "method": "ωB97M-V/def2-TZVPD",
  "e_tot_ha": -3474.2393,
  "charge": 0,
  "e_homo_ha": -0.2580,
  "homo_lumo_gap_ev": 7.40,
  "e_above_lowest_kj_mol": 89.6,
  "elements": ["H", "H", "C", "H", "H", "H", "C", "N", "H", "C", "C", "H", "C", "H", "H", "H", "O", "C", "O", "H", "S", "C", "H", "H", "C", "H", "H", "N", "C", "C", "N", "H", "H", "H", "H", "C", "H", "C", "H", "C", "H", "C", "H", "C", "Cl", "S", "C", "C", "H", "N", "H", "H", "C", "Y", "O", "H", "H", "H", "H", "H", "O", "N", "C", "H", "C", "H", "C", "C", "H", "C", "H", "C", "P", "H", "H", "N", "C", "H", "C", "H", "C", "H", "H", "H", "H", "C", "C", "C", "H", "H", "C"],
  "coordinates": [[-1.9809, -2.5330, -2.5659], [-2.0568, 5.5515, 0.6930], [4.4010, -1.2062, 1.5920], [1.4182, -8.6925, -3.1527], [-1.6922, 1.4867, -3.4306], [3.0605, 0.3692, -1.9480], [1.8729, -7.8866, -3.7288], [-1.4666, -0.3893, 1.5266], [3.7728, 1.3321, 2.5168], [2.7995, 5.3554, 0.4887], [-2.1490, 4.1836, 2.3624], [3.2113, 5.9665, 2.5140], [1.6037, -6.5469, -3.0972], [-3.4119, 1.0155, -3.4456], [0.1864, -3.9045, 3.3013], [0.6998, 0.1760, -5.1703], [1.8301, -1.8518, -1.2619], [1.1345, -6.4488, -1.7956], [0.7248, 0.2284, -2.7415], [1.4771, -7.9297, -4.7449], [1.0981, -1.6857, 2.0780], [-2.0968, -1.5741, -3.0694], [1.4389, 2.2810, -1.6546], [0.9895, -4.4973, 0.8274], [-0.5165, -2.2910, 2.2875], [-0.6319, -4.7455, 0.2503], [4.1538, -2.0868, 1.0004], [2.9572, 0.5397, -2.9431], [2.1464, 4.1073, 2.4199], [1.5785, 3.1617, 1.5786], [-0.6344, -3.5262, 2.8660], [-3.0203, -1.5670, -3.6526], [5.4122, -1.2879, 1.9947], [0.3683, -6.1517, 0.6674], [-2.7716, 2.0285, -2.1374], [0.9027, 2.2592, -0.7000], [-2.0946, 3.7321, -0.9703], [1.1426, -4.0509, -1.9166], [-2.1231, 4.9474, 3.1286], [2.7600, 5.2212, 1.8713], [-0.1037, 2.6168, -0.9586], [0.8942, -2.7029, -1.2879], [3.2902, 6.2122, 0.0419], [0.3745, -5.1589, 0.2152], [0.9863, 1.6873, 2.3138], [4.3586, 0.2029, 0.4939], [-3.2481, 0.0945, 3.1595], [-2.2193, 2.8480, 2.7066], [-1.2454, -1.4411, -3.7388], [1.5874, 0.4882, -4.8147], [-4.4621, -0.8279, -1.5712], [2.0568, -3.1444, -5.0862], [-2.2644, 0.4487, 2.0807], [0.4837, -0.1331, -0.2358], [2.9580, 0.3327, -0.0284], [2.1236, 3.9517, 3.4915], [-3.4804, -0.9634, 3.1273], [-3.4497, -1.5084, -0.2734], [2.9458, -8.0837, -3.7879], [-3.8616, 0.2149, -0.2547], [-0.2435, -2.4304, -0.8161], [-2.1727, 2.2029, 0.4058], [-2.1280, 3.4985, 0.0893], [-1.5324, -3.7693, 3.2493], [1.6222, -4.1247, -3.2293], [2.3838, 0.3183, -5.4039], [-3.6227, -0.6304, -0.9004], [-2.2123, 1.8854, 1.6983], [0.9459, -7.3548, -1.2286], [1.8337, -5.3723, -3.8023], [2.7499, -2.3440, -3.6572], [4.5243, 1.4794, 1.7412], [-2.0835, -0.2558, -1.8085], [3.6674, -1.0815, 2.3874], [5.5330, 1.4322, 2.1554], [-1.6255, -1.6926, 1.9909], [1.7198, 0.3836, -3.4525], [3.7672, 0.5050, -3.5337], [-2.5431, 1.2024, -2.8097], [2.1874, -5.4269, -4.8277], [0.8874, -5.2186, -1.1939], [4.3616, 2.4389, 1.2484], [1.0368, -2.2005, -3.9854], [-2.8228, 0.3176, 4.1429], [-4.1527, 0.6936, 3.0483], [1.5435, 3.2708, 0.1856], [-2.1072, 4.5216, 1.0186], [1.8840, -2.8852, -4.0409], [-2.2418, 2.5481, 3.7458], [2.2237, 4.5271, -1.3995], [2.2009, 4.4047, -0.3222]]
}



5.
{
  "formula": "C6H18N2P2",
  "method": "ωB97M-V/def2-TZVPD",
  "e_tot_ha": -1030.8756,
  "charge": 2,
  "e_homo_ha": -0.5989,
  "homo_lumo_gap_ev": 9.59,
  "e_above_lowest_kj_mol": 129.3,
  "elements": ["C", "C", "H", "N", "H", "H", "H", "H", "P", "H", "H", "C", "H", "H", "H", "H", "N", "H", "H", "H", "C", "H", "H", "H", "C", "H", "C", "P"],
  "coordinates": [[-1.9454, -1.5768, -4.5665], [-3.1887, 0.6506, -4.1167], [3.9925, 0.2603, 3.2907], [-2.7650, -0.7454, -3.6002], [-3.1046, -2.6365, -1.7228], [-2.5672, 1.4629, -3.9578], [-1.2459, 0.0767, -2.1609], [4.4810, 1.6503, 4.2021], [-2.2046, -1.6819, -1.0500], [1.2849, 2.0894, 5.3369], [-3.4443, 0.5864, -5.1947], [-2.0038, -0.6656, -2.3950], [0.6214, 0.5270, 3.6755], [-0.9400, -1.1224, -4.3662], [-2.4255, -1.5291, -5.5587], [3.2012, 0.3681, 4.9687], [2.4140, 1.7028, 3.5211], [-1.8956, -2.6534, -4.1347], [2.6420, 3.1967, 5.1435], [1.0637, 3.3057, 4.0823], [1.3539, 0.9209, 2.9167], [2.8244, 2.3396, 2.8926], [1.5969, 1.9741, 0.9459], [-4.1887, 0.8791, -3.7035], [3.5619, 0.9223, 4.0430], [-3.5991, -1.2876, -3.5307], [1.8408, 2.6387, 4.5009], [0.9105, 0.9140, 1.3355]]
}



6.
{
  "formula": "C4H8O2",
  "method": "ωB97M-V/def2-TZVPD",
  "e_tot_ha": -307.5218,
  "smiles": "OC1=CC1.[H][H].C=O",
  "charge": 0,
  "e_homo_ha": -0.3326,
  "homo_lumo_gap_ev": 9.69,
  "e_above_lowest_kj_mol": 500.6,
  "elements": ["H", "H", "H", "O", "O", "H", "H", "C", "H", "C", "C", "H", "H", "C"],
  "coordinates": [[1.1991, 0.6471, -1.6807], [1.9943, 0.9003, -0.0030], [-1.8129, -0.8458, 1.6654], [0.1800, 1.7767, 1.8407], [1.8110, -1.0019, -0.6701], [-1.7354, 0.9684, -0.8428], [0.5264, 1.3121, 2.6139], [1.6646, 0.1915, -0.7863], [-0.2922, -1.2866, 0.7361], [-0.9983, -0.4981, 1.0208], [-1.2401, 0.6691, 0.0654], [0.0873, -1.7618, -2.0615], [-0.5523, -1.7929, -2.4437], [-0.5296, 0.9040, 1.1181]]
}